1.
Below is 2 unconnected molecules or ions with the total composition C4H8O2, with properties calculated with ωB97M-V with the def2-TZVPD basis set.

Positions of all 14 atoms, in Å:
C -1.715394 -1.380777 -0.440198
C -1.825108 -0.480622 0.516474
O -2.140484 0.841826 0.294610
H -1.250813 -2.330595 -0.232544
H -1.999742 -1.108298 -1.442829
H -1.590747 -0.735037 1.548525
H -1.373759 1.369838 0.538875
C 1.482472 1.234978 -0.822240
C 1.954408 0.483406 0.162101
O 1.842399 -0.862247 0.211718
H 1.505654 2.305828 -0.735481
H 0.985598 0.811079 -1.681754
H 2.435300 1.022060 0.974973
H 1.690210 -1.171434 1.107764

Atoms 1-2, force components in eV/Å:
C -0.06 0.35 -0.07
C 0.80 0.07 0.30

The energy above the lowest of the compared OMol25 structures with the same formula, charge and spin comes out at 64.4 kcal/mol. As for the total charge: 0. Its structure (SMILES) is C=CO.C=CO.

=====

2.
Below is a single C4H6N2O2 molecule, with properties calculated with ωB97M-V with the def2-TZVPD basis set.

Positions of all 14 atoms, in Å:
C 1.746703 -1.158133 0.196284
C 0.676153 -0.349067 0.012353
C -1.065575 -0.095898 1.686704
C -0.897294 0.918071 -2.485039
H 1.432640 -2.266347 0.088598
H 2.071024 -1.112173 1.346673
H 2.650817 -0.917461 -0.285350
H -2.253785 0.310167 2.036850
H -1.805193 1.312441 -2.804913
H -0.241196 -0.039035 -2.911091
N 0.653216 0.554330 -0.898923
N -0.515822 1.156720 -1.293537
O -0.725547 -0.958848 0.527324
O 0.028548 0.314501 2.149506

Atoms 1-2, force components in eV/Å:
C 3.22 -5.01 5.39
C -6.23 2.65 -3.10

The energy above the lowest of the compared OMol25 structures with the same formula, charge and spin comes out at 133.0 kcal/mol. As for the total charge: 0. Its structure (SMILES) is C=N/N=C(/C)OC=O.

=====

3.
Below is a single C4H12N2O molecule, with properties calculated with ωB97M-V with the def2-TZVPD basis set.

Positions of all 19 atoms, in Å:
C 0.522791 -0.182017 0.453335
C -0.726398 0.119914 1.374608
C -1.705975 1.137751 0.582027
O 0.004559 0.613213 2.586727
N 0.210749 -1.052884 -0.602810
C 0.716956 -1.000885 -1.899305
N 0.883762 0.320899 -2.503537
H 1.491684 -0.640338 1.007422
H 0.935452 0.838846 0.126022
H -1.292735 -0.789766 1.593132
H -1.165636 2.123561 0.784305
H -1.731214 0.721314 -0.421350
H -2.773292 1.279454 0.880252
H 0.086031 -0.027309 3.240634
H 0.235885 -2.056554 -0.342223
H 0.095526 -1.638050 -2.525961
H 1.581763 -1.778627 -2.049535
H 1.777660 0.636654 -2.136281
H 0.216575 1.100425 -2.169793

Atoms 1-2, force components in eV/Å:
C 2.34 0.57 1.23
C 1.45 0.08 0.12

The energy above the lowest of the compared OMol25 structures with the same formula, charge and spin comes out at 76.3 kcal/mol. As for the total charge: 0. Its structure (SMILES) is C[C@H](O)CNCN.

=====

4.
Below is a molecular structure, C25H37Ba2MnN4O5, with properties calculated with ωB97M-V with the def2-TZVPD basis set.

Positions of all 74 atoms, in Å:
Ba -8.387497 -17.421470 4.783677
Ba -7.269791 -15.685410 1.049187
Mn -0.072718 -18.127469 4.723341
C -8.137172 -20.098458 1.479374
C -9.283121 -19.085482 1.555539
C -10.530927 -19.535957 2.293218
O -8.874184 -17.819262 2.034382
H -7.739225 -20.295857 2.484056
H -7.307840 -19.744649 0.868934
H -8.566801 -21.048349 1.164229
H -9.652982 -19.028917 0.519876
H -10.322023 -19.510455 3.371171
H -10.834848 -20.561909 2.070112
H -11.405422 -18.970718 1.975418
C -3.915052 -17.068737 3.188498
C -2.819880 -17.545830 3.844744
C -2.895755 -18.696300 4.790338
O -1.813009 -19.330354 5.168744
C -4.076529 -19.236232 5.205291
C -5.301364 -18.749306 4.610526
C -5.203641 -17.570166 3.526566
O -6.291684 -17.050192 3.167880
O -6.385417 -19.210372 4.947404
O -1.680546 -16.970507 3.684033
H -3.872510 -16.284802 2.446080
H -4.127617 -20.113272 5.831759
C -5.909263 -22.609640 9.671073
C -6.952354 -21.620019 9.226569
C -6.360140 -20.645631 8.187961
C -7.376675 -19.768537 7.624186
N -8.227231 -19.113583 7.215118
H -4.978241 -22.204145 10.080401
H -5.609362 -23.293859 8.875951
H -6.270394 -23.160650 10.542011
H -7.330554 -21.105317 10.110758
H -7.815584 -22.126922 8.794825
H -6.057511 -21.122960 7.245519
H -5.539527 -20.037452 8.568011
C -3.838097 -19.819192 0.468158
C -2.799633 -20.634586 1.225043
C -3.418374 -21.500492 2.329944
C -4.450837 -22.342056 1.713848
N -5.304407 -22.939092 1.237379
H -3.455684 -19.522915 -0.509095
H -4.066712 -18.872065 0.987688
H -4.853166 -20.193061 0.329839
H -2.038807 -19.930446 1.580647
H -2.226273 -21.225676 0.507932
H -3.842669 -20.800213 3.049971
H -2.688686 -22.102597 2.870322
C -3.830589 -23.349177 6.100359
C -2.639298 -22.735852 6.818582
C -1.308288 -22.870941 6.092073
C -0.962561 -24.255886 5.795286
N -0.701363 -25.348890 5.565388
H -3.760848 -23.567896 5.031829
H -4.752779 -22.762457 6.172504
H -4.100996 -24.301719 6.557599
H -2.568416 -23.292380 7.753218
H -2.759670 -21.681503 7.077715
H -0.487086 -22.545632 6.738235
H -1.166594 -22.463374 5.083515
C -4.693981 -13.625332 4.215481
C -3.407717 -13.895198 5.020113
C -3.608872 -14.449337 6.436921
C -4.740509 -15.384347 6.609305
N -5.606472 -16.131084 6.733009
H -5.300430 -12.837909 4.660363
H -5.380333 -14.480780 4.296293
H -4.371754 -13.548031 3.178646
H -2.789297 -13.008053 5.149674
H -2.779373 -14.621397 4.504367
H -3.779244 -13.741093 7.255887
H -2.765547 -15.006367 6.857428

Atoms 1-2, force components in eV/Å:
Ba -0.42 -1.22 0.18
Ba -1.01 -1.92 0.43

As for the spin multiplicity: 6. Its expectation value of S² is 8.75. As for the total charge: +3.

=====

5.
Below is 2 unconnected molecules or ions with the total composition C11H12N3, with properties calculated with ωB97M-V with the def2-TZVPD basis set.

Positions of all 26 atoms, in Å:
C 2.820112 -0.100745 -0.059183
C 3.036302 -1.037064 -1.035122
C 0.859803 -1.015874 -0.576503
N 1.471413 -0.114665 0.198067
N 1.809653 -1.579674 -1.328922
H 3.510953 0.561995 0.461977
H 3.953022 -1.352374 -1.533412
H -0.205506 -1.246054 -0.591613
H 0.983633 0.482055 0.890387
H 1.630753 -2.320474 -2.030712
C -0.289786 1.188395 2.005926
C 0.044634 2.326174 1.306857
C -2.303815 -1.436764 0.133157
C -2.377716 -0.732545 -1.087553
C -1.641776 -0.909044 1.231117
C -1.789606 0.516015 -1.234322
C -1.034516 0.354865 1.116027
C -1.122466 1.045915 -0.125173
N -0.456336 2.238585 0.027407
H -0.026276 0.981365 3.043136
H 0.607593 3.204723 1.621997
H -2.781915 -2.422224 0.209937
H -2.910235 -1.180594 -1.936832
H -1.591666 -1.467414 2.175216
H -1.847926 1.062765 -2.184722
H -0.348336 2.952654 -0.697142

Atoms 1-2, force components in eV/Å:
C 0.34 -0.40 -0.45
C 0.61 0.43 0.29

The energy above the lowest of the compared OMol25 structures with the same formula, charge and spin comes out at 0.0 kcal/mol. As for the total charge: +1.

=====

6.
Below is a molecular structure, C18H31NO4, with properties calculated with ωB97M-V with the def2-TZVPD basis set.

Positions of all 54 atoms, in Å:
C 0.229697 0.494925 -3.290784
H 1.228929 0.790397 -3.564512
H -0.091312 0.014385 -4.252579
H 0.366959 -0.392286 -2.728485
C -0.751934 1.476087 -2.917329
N -0.165812 2.015984 -1.446436
H 0.760067 1.938055 -1.383481
C -0.288797 3.298091 -1.122056
C -0.124471 3.411494 0.421976
O -0.889531 2.262965 1.096917
H -0.619912 1.657348 0.532436
C 1.432815 3.554235 0.850996
H 1.556393 4.387625 0.495163
H 1.434371 3.386776 2.100440
O 2.199383 2.533633 0.178784
C 2.109412 1.348776 0.744088
C 2.713664 0.368165 -0.193142
C 2.840801 -0.904212 0.073071
C 2.392462 -1.616173 1.143797
C 1.631620 -0.587009 2.129082
C 1.600687 0.725065 1.695996
H 1.058514 1.498143 2.613231
H 1.223862 -1.039312 2.970973
C 2.178756 -2.881753 1.493688
O 1.110923 -3.546880 1.206901
C 0.258467 -3.718443 0.136509
C -0.569454 -2.394819 -0.556128
O -1.535365 -2.103132 -0.019140
C -1.898425 -1.294859 1.254434
C -1.983973 -2.392957 2.424387
H -1.951297 -1.841191 3.284894
H -2.741146 -3.060430 2.082081
H -0.982574 -2.985126 2.489633
C -3.196054 -0.537075 1.039257
H -3.087022 0.166045 0.235174
H -3.781128 -1.185808 1.095629
H -3.128613 -0.033667 1.877520
H -1.027470 -0.665036 1.576649
H -0.465642 -2.512149 -1.547231
H 0.355303 -1.357337 -0.240553
H -0.689659 -4.408512 0.410133
H 0.940432 -3.834170 -0.421861
H 2.727047 -3.424560 0.552223
H 2.455459 -3.217687 2.286569
H 3.525853 -1.517799 -0.738997
H 3.324652 0.674462 -1.033679
H -0.777747 4.225451 0.919532
H 0.126287 3.945507 -1.473523
H -1.273669 3.485325 -1.302397
C -1.991788 1.134296 -2.474428
H -2.603489 1.670714 -1.992202
H -1.914724 0.046151 -1.929343
H -2.421849 0.550737 -3.458753
H -0.829958 2.391550 -3.325123

Atoms 1-2, force components in eV/Å:
C 0.50 -2.13 -4.11
H 0.29 0.95 0.25

The energy above the lowest of the compared OMol25 structures with the same formula, charge and spin comes out at 525.0 kcal/mol. As for the total charge: 0.

=====

Across the entries above, strongest force on any atom takes the values 1.3; 8.0; 4.3; 3.3; 1.2; 18.7 eV Å⁻¹, respectively.
Across the entries above, total energy takes the values -8370.4890; -11315.2764; -9367.8868; -75405.9548; -16066.2655; -28825.4614 eV, respectively.